Record 1
Here is a cluster of 3 separate species, C31H65IN4O5PS in total from OMol25. Energies are from wB97M-V/def2-TZVPD.

Positions of all 108 atoms, in Å:
1 C -3.411 -1.669 -2.329
2 C -3.691 -3.170 -2.528
3 C -2.477 -4.017 -2.158
4 C -2.094 -3.929 -0.672
5 C -0.697 -3.330 -0.451
6 C -0.575 -2.574 0.898
7 C -0.939 -1.129 0.712
8 C -2.169 -0.596 1.093
9 C -3.252 -1.349 1.798
10 C -3.954 -0.563 2.938
11 C -3.087 0.484 3.672
12 I -5.775 0.320 2.205
13 N -2.446 0.695 0.816
14 C -1.625 1.571 0.212
15 C -2.219 2.944 0.041
16 C -2.315 3.472 -1.413
17 C -1.758 4.887 -1.561
18 C -2.521 5.923 -0.728
19 C -3.994 6.047 -1.167
20 C -0.348 1.130 -0.158
21 P 0.805 2.348 -0.987
22 N 1.393 1.406 -2.285
23 O 2.124 2.385 -0.010
24 C -0.022 -0.229 0.097
25 S 1.584 -0.761 -0.408
26 H -4.042 -1.050 -2.958
27 H -3.635 -1.388 -1.297
28 H -2.361 -1.442 -2.501
29 H -3.921 -3.307 -3.583
30 H -4.568 -3.474 -1.960
31 H -1.646 -3.703 -2.789
32 H -2.692 -5.053 -2.415
33 H -2.077 -4.939 -0.268
34 H -2.821 -3.345 -0.110
35 H 0.077 -4.085 -0.538
36 H -0.516 -2.608 -1.246
37 H -1.198 -3.069 1.634
38 H 0.441 -2.659 1.265
39 H -2.909 -2.293 2.196
40 H -4.006 -1.595 1.050
41 H -4.257 -1.293 3.676
42 H -3.263 0.385 4.739
43 H -2.022 0.332 3.517
44 H -3.383 1.492 3.401
45 H -3.367 1.027 1.083
46 H -3.243 2.885 0.411
47 H -1.706 3.650 0.689
48 H -3.360 3.483 -1.713
49 H -1.770 2.810 -2.080
50 H -0.709 4.878 -1.278
51 H -1.824 5.197 -2.603
52 H -2.472 5.668 0.329
53 H -2.036 6.882 -0.884
54 H -4.120 5.607 -2.155
55 H -4.321 7.079 -1.199
56 H -4.643 5.485 -0.498
57 H 1.211 1.938 -3.131
58 H 2.405 1.365 -2.190
59 H 1.937 2.096 0.889
60 H 1.884 -1.497 0.671
61 C 4.543 -1.452 -7.707
62 O 5.163 -1.436 -6.439
63 C 6.348 -0.658 -6.348
64 C 6.141 0.741 -5.797
65 N 5.457 1.641 -6.716
66 C 4.849 2.841 -6.141
67 C 4.035 2.783 -4.852
68 O 2.733 2.223 -4.937
69 C 2.677 0.837 -5.219
70 H 3.854 -2.296 -7.721
71 H 3.953 -0.551 -7.906
72 H 5.274 -1.578 -8.510
73 H 6.871 -0.643 -7.310
74 H 6.988 -1.184 -5.636
75 H 7.128 1.159 -5.576
76 H 5.612 0.635 -4.842
77 H 4.773 1.141 -7.262
78 H 4.215 3.279 -6.914
79 H 5.657 3.561 -5.966
80 H 3.863 3.820 -4.556
81 H 4.594 2.320 -4.028
82 H 3.367 0.262 -4.597
83 H 2.868 0.648 -6.276
84 H 1.662 0.502 -5.008
85 C -1.208 -2.600 4.477
86 O 0.092 -3.065 4.722
87 C 1.111 -2.075 4.666
88 C 1.492 -1.466 6.000
89 N 0.477 -0.576 6.545
90 C 0.558 -0.269 7.979
91 C 0.825 -1.357 9.016
92 O -0.243 -2.231 9.317
93 C -0.627 -3.113 8.287
94 H -1.830 -3.465 4.238
95 H -1.664 -2.113 5.347
96 H -1.222 -1.900 3.634
97 H 0.843 -1.300 3.933
98 H 1.995 -2.594 4.288
99 H 2.410 -0.889 5.846
100 H 1.739 -2.291 6.677
101 H -0.447 -0.915 6.326
102 H -0.378 0.224 8.250
103 H 1.345 0.483 8.101
104 H 1.016 -0.833 9.954
105 H 1.736 -1.928 8.797
106 H 0.233 -3.605 7.824
107 H -1.221 -2.592 7.530
108 H -1.263 -3.878 8.730

Values from the calculation:
**E_LUMO**: -0.1343 Ha
**Max |F|**: 0.98 eV/Å
**Gap between HOMO and LUMO**: 6.66 eV
**Charge**: +1


Record 2
Here is a cluster of 14 separate species, C31H65N5O9S2 in total at a distorted geometry from OMol25. Energies are from wB97M-V/def2-TZVPD.

Positions of all 112 atoms, in Å:
1 C 0.654 3.156 5.199
2 O 1.051 2.321 4.108
3 H -0.280 3.669 4.966
4 H 0.397 2.539 6.063
5 H 1.371 3.906 5.530
6 H 2.013 2.294 4.164
7 C 1.774 3.900 0.829
8 O 1.552 3.485 -0.521
9 H 1.244 4.842 0.990
10 H 1.403 3.215 1.595
11 H 2.823 4.047 1.093
12 H 2.250 3.821 -1.088
13 C -2.516 0.529 5.002
14 O -2.311 0.921 6.344
15 H -1.654 0.850 4.403
16 H -2.591 -0.547 4.861
17 H -3.402 1.004 4.574
18 H -2.382 1.870 6.452
19 C 1.666 1.160 -3.484
20 O 2.440 0.079 -2.968
21 H 0.651 0.795 -3.633
22 H 1.661 2.028 -2.817
23 H 2.080 1.503 -4.435
24 H 3.228 -0.024 -3.504
25 C -1.903 3.827 1.422
26 O -3.162 3.674 2.029
27 H -1.139 3.624 2.170
28 H -1.819 3.193 0.530
29 H -1.741 4.836 1.007
30 H -3.858 3.719 1.368
31 C -1.263 4.437 -2.386
32 O -0.965 3.107 -1.889
33 H -0.659 4.781 -3.230
34 H -2.303 4.400 -2.704
35 H -1.066 5.076 -1.522
36 H -0.131 3.207 -1.406
37 C -3.119 -3.224 3.150
38 O -4.419 -2.964 3.701
39 H -2.312 -3.028 3.857
40 H -3.076 -4.263 2.825
41 H -3.014 -2.548 2.299
42 H -4.923 -3.775 3.630
43 N 4.483 1.259 -0.113
44 C 3.966 0.563 0.928
45 C 5.005 0.006 1.655
46 C 6.166 0.351 0.958
47 C 5.848 1.114 -0.149
48 H 3.912 1.761 -0.765
49 H 2.912 0.558 1.162
50 H 4.963 -0.617 2.532
51 H 7.172 0.021 1.176
52 H 6.423 1.425 -1.003
53 N 2.320 -1.526 1.960
54 C 2.885 -1.000 3.089
55 C 3.875 -1.868 3.469
56 C 3.978 -2.888 2.496
57 C 2.870 -2.739 1.661
58 H 1.553 -1.110 1.447
59 H 2.456 -0.127 3.552
60 H 4.524 -1.668 4.310
61 H 4.759 -3.629 2.516
62 H 2.543 -3.301 0.800
63 N -4.380 0.453 -0.711
64 C -3.713 0.595 0.457
65 C -4.671 0.674 1.462
66 C -5.932 0.530 0.822
67 C -5.731 0.457 -0.532
68 H -3.920 0.455 -1.607
69 H -2.638 0.636 0.447
70 H -4.495 0.738 2.522
71 H -6.892 0.508 1.314
72 H -6.412 0.281 -1.346
73 N 0.438 0.832 0.252
74 C -0.248 0.496 1.407
75 C -0.641 -0.798 1.273
76 C -0.358 -1.264 -0.024
77 C 0.340 -0.226 -0.614
78 H 0.926 1.700 0.107
79 H -0.307 1.095 2.302
80 H -1.138 -1.371 2.041
81 H -0.580 -2.243 -0.408
82 H 0.746 -0.117 -1.610
83 N -2.764 1.401 -3.390
84 C -2.291 0.129 -3.554
85 C -3.296 -0.626 -4.151
86 C -4.380 0.241 -4.418
87 C -3.987 1.473 -3.996
88 H -2.317 2.104 -2.815
89 H -1.320 -0.135 -3.168
90 H -3.325 -1.687 -4.338
91 H -5.343 -0.065 -4.788
92 H -4.566 2.375 -3.856
93 C 4.316 -4.453 -2.645
94 S 2.852 -3.511 -2.192
95 O 2.129 -4.484 -1.278
96 C 3.593 -2.291 -1.106
97 H 4.578 -5.196 -1.896
98 H 5.148 -3.761 -2.794
99 H 4.138 -4.941 -3.602
100 H 2.921 -1.564 -0.660
101 H 4.457 -1.759 -1.507
102 H 3.998 -2.908 -0.296
103 C -0.412 -3.169 -3.081
104 S -0.909 -3.244 -4.829
105 O 0.331 -3.572 -5.612
106 C -1.840 -4.827 -4.850
107 H 0.202 -4.047 -2.871
108 H -1.282 -3.218 -2.428
109 H 0.197 -2.284 -2.912
110 H -2.209 -4.890 -5.875
111 H -2.713 -4.882 -4.200
112 H -1.164 -5.668 -4.701

Values from the calculation:
**E_LUMO**: -0.0124 Ha
**Max |F|**: 1.97 eV/Å
**Gap between HOMO and LUMO**: 7.33 eV


Record 3
Here is a structure of composition C31H66B2ClI2N3O4P at a distorted geometry from OMol25. Energies are from wB97M-V/def2-TZVPD.

Positions of all 110 atoms, in Å:
1 C -8.539 6.391 3.792
2 C -7.378 6.496 4.991
3 C -5.925 6.278 4.232
4 C -5.291 4.772 4.421
5 C -3.879 4.743 3.577
6 C -2.736 3.846 4.341
7 C -2.191 2.554 3.459
8 C -0.968 1.792 4.244
9 C 0.407 1.660 3.347
10 C 0.218 0.515 2.186
11 C 1.628 -0.289 1.875
12 C 1.222 -1.536 0.850
13 C 2.354 -2.701 1.074
14 C 1.874 -4.011 0.158
15 C 3.279 -4.871 -0.110
16 C 3.192 -5.786 -1.502
17 C 4.604 -5.986 -2.278
18 B 5.559 -6.946 -1.285
19 O 6.979 -7.248 -1.686
20 O 5.129 -7.497 0.012
21 C 4.633 -8.878 -0.096
22 C 3.640 -9.103 1.230
23 N 5.340 -4.672 -2.366
24 C 4.727 -3.687 -3.316
25 B 5.573 -2.260 -3.234
26 N 5.235 -1.370 -2.013
27 O 6.574 -1.806 -4.231
28 C 4.720 -4.336 -4.804
29 N 5.023 -5.806 -4.910
30 C 6.467 -6.122 -5.356
31 I 8.226 -4.875 -4.870
32 C 6.738 -7.324 -6.196
33 C 5.647 -8.427 -6.725
34 I 8.835 -7.697 -6.868
35 C 4.582 -6.667 -3.744
36 P 2.932 -7.501 -4.288
37 O 2.280 -8.527 -2.993
38 Cl 1.432 -5.991 -4.713
39 H -8.295 5.413 3.167
40 H -8.544 7.359 3.100
41 H -9.617 6.273 4.250
42 H -7.587 5.720 5.844
43 H -7.459 7.605 5.421
44 H -6.120 6.509 3.078
45 H -5.167 7.122 4.600
46 H -5.084 4.531 5.572
47 H -6.048 3.975 4.011
48 H -3.462 5.854 3.517
49 H -4.127 4.380 2.488
50 H -3.157 3.483 5.393
51 H -1.775 4.508 4.566
52 H -3.080 1.791 3.272
53 H -1.787 2.925 2.399
54 H -1.354 0.752 4.669
55 H -0.671 2.433 5.206
56 H 0.621 2.718 2.876
57 H 1.313 1.393 4.059
58 H -0.136 0.960 1.141
59 H -0.562 -0.311 2.510
60 H 2.464 0.394 1.390
61 H 2.084 -0.798 2.853
62 H 1.245 -1.181 -0.287
63 H 0.157 -1.968 1.091
64 H 3.389 -2.282 0.657
65 H 2.493 -3.052 2.184
66 H 1.428 -3.706 -0.882
67 H 1.180 -4.755 0.773
68 H 4.222 -4.191 -0.047
69 H 3.350 -5.620 0.816
70 H 2.327 -5.286 -2.128
71 H 2.858 -6.860 -1.099
72 H 6.953 -8.109 -2.198
73 H 3.934 -8.972 -1.030
74 H 5.501 -9.675 -0.122
75 H 2.533 -8.785 1.017
76 H 4.011 -8.423 2.136
77 H 3.668 -10.247 1.505
78 H 6.371 -4.769 -2.445
79 H 3.620 -3.446 -2.973
80 H 5.849 -1.763 -1.250
81 H 4.219 -1.615 -1.820
82 H 6.115 -1.329 -5.009
83 H 5.453 -3.771 -5.529
84 H 3.634 -4.173 -5.274
85 H 4.445 -6.136 -5.743
86 H 5.311 -9.053 -5.781
87 H 6.110 -9.148 -7.524
88 H 4.708 -7.912 -7.245
89 H 5.362 -7.572 -3.709
90 H 1.931 -9.331 -3.512
91 C -7.220 10.215 -1.997
92 C -6.673 8.994 -1.275
93 C -7.260 8.806 0.126
94 C -6.966 9.937 1.119
95 C -5.482 10.235 1.353
96 C -4.720 9.065 1.955
97 H -6.965 11.141 -1.475
98 H -6.798 10.276 -3.006
99 H -8.309 10.158 -2.090
100 H -5.581 9.052 -1.229
101 H -6.909 8.104 -1.871
102 H -6.893 7.857 0.535
103 H -8.348 8.696 0.043
104 H -7.431 9.681 2.080
105 H -7.459 10.855 0.782
106 H -5.405 11.088 2.037
107 H -5.001 10.546 0.419
108 H -5.160 8.763 2.911
109 H -3.678 9.348 2.136
110 H -4.716 8.199 1.288

Values from the calculation:
**E_LUMO**: -0.1331 Ha
**Max |F|**: 5.17 eV/Å
**Gap between HOMO and LUMO**: 7.37 eV
**Charge**: +1


Question: Among the records above, which one has the highest max |F|?
Answer: C31H66B2ClI2N3O4P